# 1
This record from the Open Molecules 2025 dataset describes 4 unconnected molecules or ions with the total composition C52H44N2O12P3. The level of theory is the ωB97M-V functional and the def2-TZVPD basis.

```
113
Properties=species:S:1:pos:R:3
C 6.854 3.317 5.628
P 5.141 2.773 5.046
O 4.538 1.874 6.307
C 5.432 1.742 3.535
C 5.448 2.303 2.197
N 5.634 1.730 1.043
N 5.891 0.436 1.054
P 6.171 -0.375 -0.524
O 4.898 -1.046 -0.859
C 5.941 -0.237 2.224
P 6.382 -2.084 2.065
C 8.118 -2.281 2.736
O 5.401 -3.007 3.041
C 5.706 0.279 3.535
C 5.719 -0.522 4.842
O 4.445 -0.721 5.437
C 3.392 -0.804 4.517
O 2.793 0.478 4.250
C 1.543 0.168 3.590
C 1.024 1.336 2.705
O 0.060 2.160 3.378
H 7.669 2.658 5.267
H 6.896 3.319 6.744
H 7.045 4.372 5.328
H 4.606 2.378 7.136
H 5.269 3.397 2.145
H 6.534 0.643 -1.444
H 7.267 -1.273 -0.444
H 8.772 -2.326 1.832
H 8.256 -3.245 3.270
H 8.450 -1.407 3.335
H 4.703 -3.415 2.497
H 6.337 0.056 5.574
H 6.229 -1.510 4.750
H 2.590 -1.407 5.016
H 3.628 -1.337 3.569
H 1.622 -0.735 2.939
H 0.784 -0.060 4.376
H 1.846 1.966 2.293
H 0.470 0.880 1.848
H 0.054 1.939 4.320
C -2.833 4.156 -0.900
C -2.053 3.660 0.140
C -2.109 2.316 0.471
C -2.954 1.461 -0.228
C -3.755 1.962 -1.255
C -3.684 3.310 -1.595
C -4.700 1.072 -1.979
O -5.395 1.507 -2.875
C -4.783 -0.356 -1.579
C -5.702 -1.191 -2.206
C -5.781 -2.529 -1.851
C -4.934 -3.041 -0.873
C -4.019 -2.213 -0.240
C -3.947 -0.866 -0.583
C -2.989 0.019 0.125
O -2.249 -0.427 0.984
H -2.781 5.205 -1.163
H -1.397 4.323 0.691
H -1.496 1.933 1.278
H -4.294 3.699 -2.400
H -6.361 -0.797 -2.970
H -6.500 -3.177 -2.337
H -4.992 -4.089 -0.602
H -3.366 -2.615 0.524
C 1.891 10.666 -2.178
C 0.628 10.086 -2.097
C 0.500 8.735 -1.810
C 1.635 7.956 -1.615
C 2.904 8.534 -1.719
C 3.026 9.893 -1.990
C 4.128 7.706 -1.559
O 5.232 8.205 -1.644
C 3.976 6.249 -1.302
C 5.107 5.443 -1.205
C 4.971 4.085 -0.952
C 3.704 3.527 -0.788
C 2.579 4.327 -0.888
C 2.711 5.686 -1.153
C 1.489 6.517 -1.290
O 0.395 6.011 -1.138
H 1.988 11.723 -2.393
H -0.257 10.689 -2.257
H -0.484 8.289 -1.743
H 4.007 10.347 -2.059
H 6.094 5.873 -1.329
H 5.851 3.459 -0.882
H 3.597 2.468 -0.586
H 1.595 3.892 -0.764
C -10.237 -6.565 -4.883
C -10.581 -7.910 -4.981
C -9.735 -8.884 -4.474
C -8.535 -8.518 -3.875
C -8.178 -7.170 -3.797
C -9.038 -6.195 -4.293
C -6.878 -6.766 -3.205
O -6.567 -5.591 -3.133
C -5.958 -7.822 -2.710
C -4.712 -7.464 -2.204
C -3.852 -8.441 -1.727
C -4.236 -9.779 -1.744
C -5.474 -10.140 -2.252
C -6.335 -9.165 -2.744
C -7.644 -9.569 -3.318
O -7.978 -10.736 -3.337
H -10.903 -5.805 -5.272
H -11.512 -8.197 -5.454
H -10.009 -9.929 -4.548
H -8.771 -5.148 -4.222
H -4.411 -6.424 -2.187
H -2.880 -8.161 -1.339
H -3.565 -10.540 -1.365
H -5.767 -11.182 -2.268
```

Computed properties:
Orbital gap (eV): 5.50
E_tot (Eh): -4044.133720
LUMO energy (eV): -5.236
Total charge: +1

# 2
This record from the Open Molecules 2025 dataset describes a molecular structure, C52H46Br2CeCl2N2O5P3S4. The level of theory is the ωB97M-V functional and the def2-TZVPD basis.

```
117
Properties=species:S:1:pos:R:3
Ce 1.234 -0.750 0.328
C 2.517 5.436 1.408
C 3.288 4.127 1.402
O 2.771 3.164 2.307
P 1.451 2.249 2.066
S 2.044 0.475 2.783
S 0.684 2.716 0.298
O 0.378 2.872 3.098
C 0.597 2.858 4.503
C -0.072 1.676 5.185
H 3.013 6.136 0.740
H 2.469 5.857 2.408
H 1.505 5.264 1.049
H 4.326 4.276 1.718
H 3.279 3.727 0.385
H 0.173 3.803 4.857
H 1.672 2.847 4.700
H -1.152 1.741 5.092
H 0.197 1.664 6.237
H 0.263 0.752 4.724
O -0.772 0.384 1.445
P -1.843 1.118 0.721
C -1.708 1.216 -1.119
P -1.520 -0.546 -1.651
O -0.711 -1.267 -0.631
C -3.179 -1.248 -1.726
C -3.388 -2.501 -1.144
C -4.616 -3.116 -1.250
C -5.649 -2.502 -1.950
C -5.426 -1.281 -2.573
C -4.200 -0.660 -2.478
C -0.770 -0.662 -3.261
C -0.247 -2.045 -3.533
C 0.060 -2.339 -5.019
C -0.330 -1.307 -6.008
C -0.769 -0.087 -5.631
C -1.012 0.233 -4.269
C -2.229 2.759 1.401
C -2.275 3.957 0.704
C -2.593 5.124 1.377
C -2.865 5.098 2.736
C -2.848 3.895 3.426
C -2.545 2.729 2.754
C -3.441 0.296 0.973
C -3.542 -0.669 1.971
C -4.751 -1.280 2.241
C -5.886 -0.909 1.537
C -5.805 0.089 0.577
C -4.598 0.697 0.304
H -0.837 1.803 -1.419
H -2.608 1.683 -1.510
H -2.573 -2.959 -0.600
H -4.775 -4.083 -0.793
H -6.617 -2.979 -2.015
H -6.220 -0.820 -3.145
H -4.023 0.282 -2.979
H -0.898 -2.786 -3.052
H -0.287 -3.328 -5.322
H -0.193 -1.559 -7.050
H -1.004 0.658 -6.381
H -1.415 1.206 -4.022
H -2.030 3.980 -0.349
H -2.617 6.065 0.845
H -3.106 6.013 3.259
H -3.081 3.870 4.483
H -2.542 1.773 3.262
H -2.653 -0.933 2.526
H -4.817 -2.041 3.007
H -6.835 -1.381 1.745
H -6.694 0.391 0.042
H -4.560 1.481 -0.437
C -1.006 -3.160 2.149
C 0.352 -3.243 2.771
C 0.592 -4.023 3.915
C 1.860 -4.099 4.426
C 2.921 -3.450 3.761
C 4.264 -3.470 4.176
Br 4.757 -4.390 5.773
C 5.251 -2.846 3.455
C 4.928 -2.218 2.264
Br 6.302 -1.415 1.238
C 3.625 -2.127 1.754
O 3.345 -1.559 0.643
C 2.597 -2.728 2.582
N 1.321 -2.589 2.155
H -1.797 -3.241 2.893
H -1.110 -3.980 1.436
H -1.097 -2.223 1.590
H -0.224 -4.552 4.386
H 2.064 -4.665 5.324
H 6.272 -2.844 3.806
Cl 2.056 -0.974 -2.340
C 1.242 -2.335 -3.189
C 1.594 -2.370 -4.689
C 2.367 -3.541 -5.162
C 2.489 -4.633 -4.393
C 2.004 -4.661 -3.052
Cl 2.179 -6.161 -2.203
C 1.472 -3.589 -2.397
S 1.060 -3.610 -0.732
H 2.061 -1.434 -5.006
H 2.791 -3.495 -6.154
H 3.023 -5.507 -4.737
S 5.462 2.015 -0.572
C 4.155 1.134 0.138
N 3.042 1.094 -0.532
C 3.146 1.816 -1.696
C 2.133 2.034 -2.637
C 2.404 2.806 -3.745
C 3.660 3.375 -3.942
C 4.674 3.188 -3.019
C 4.409 2.411 -1.904
H 4.287 0.694 1.108
H 1.154 1.599 -2.493
H 1.627 2.970 -4.477
H 3.844 3.968 -4.826
H 5.651 3.625 -3.151
```

Computed properties:
Spin multiplicity: 2
Energy relative to the best compared isomer or geometry (same formula, charge and spin) (kcal per mole): 67.3
Orbital gap (alpha / beta) (eV): 5.51 / 5.51
Expectation value of S²: 0.751
E_tot (Eh): -11655.533177
LUMO energy (alpha / beta) (eV): -0.873 / -0.874
Total charge: 0

# 3
This record from the Open Molecules 2025 dataset describes a molecular structure, C52H46MoN3O3P2S. The level of theory is the ωB97M-V functional and the def2-TZVPD basis.

```
108
Properties=species:S:1:pos:R:3
Mo 1.083 -0.679 0.888
O 3.070 3.294 0.662
C 2.389 3.878 1.671
C 2.668 5.227 1.897
C 2.029 5.917 2.904
C 1.090 5.283 3.725
C 0.812 3.958 3.518
C 1.445 3.230 2.488
C 1.091 1.833 2.352
O 1.591 1.151 1.313
N 0.342 1.160 3.162
N 0.315 -0.167 2.757
C -0.144 -0.968 3.710
C -0.112 -2.373 3.731
C -0.522 -3.085 4.881
C -0.295 -4.436 4.955
C 0.361 -5.098 3.909
C 0.770 -4.439 2.762
C 0.507 -3.080 2.679
O 0.831 -2.373 1.595
H 2.803 2.371 0.568
H 3.404 5.705 1.265
H 2.262 6.962 3.063
H 0.598 5.830 4.516
H 0.095 3.447 4.146
H -0.497 -0.449 4.596
H -0.996 -2.556 5.698
H -0.599 -4.991 5.831
H 0.554 -6.160 4.000
H 1.272 -4.958 1.958
C -6.783 0.988 -4.235
S -5.982 -0.261 -3.216
C -4.244 0.012 -3.650
C -3.368 -0.343 -2.455
C -1.904 -0.040 -2.718
N -1.034 -0.269 -1.532
P -0.559 0.907 -0.424
C -1.996 1.655 0.342
C -2.724 2.561 -0.444
C -3.916 3.085 0.024
C -4.386 2.722 1.279
C -3.672 1.827 2.063
C -2.484 1.289 1.595
C 0.361 2.190 -1.254
C 1.248 1.841 -2.275
C 2.007 2.817 -2.895
C 1.889 4.144 -2.497
C 1.018 4.494 -1.476
C 0.255 3.523 -0.848
P -0.429 -1.742 -1.016
C -1.631 -2.732 -0.129
C -2.756 -2.110 0.415
C -3.648 -2.843 1.183
C -3.423 -4.192 1.412
C -2.298 -4.812 0.881
C -1.396 -4.087 0.122
C 0.110 -2.616 -2.485
C -0.618 -3.723 -2.935
C -0.320 -4.298 -4.161
C 0.698 -3.779 -4.945
C 1.415 -2.666 -4.514
C 1.123 -2.087 -3.295
H -7.844 0.942 -3.998
H -6.656 0.779 -5.295
H -6.416 1.985 -3.997
H -4.106 1.058 -3.934
H -3.963 -0.598 -4.512
H -3.480 -1.409 -2.232
H -3.720 0.201 -1.576
H -1.748 0.999 -3.020
H -1.508 -0.662 -3.525
H -2.364 2.860 -1.421
H -4.475 3.780 -0.587
H -5.314 3.140 1.647
H -4.040 1.549 3.041
H -1.949 0.579 2.209
H 1.326 0.815 -2.611
H 2.681 2.550 -3.698
H 2.477 4.907 -2.989
H 0.929 5.527 -1.165
H -0.412 3.808 -0.044
H -2.965 -1.067 0.215
H -4.534 -2.363 1.578
H -4.131 -4.768 1.992
H -2.130 -5.868 1.049
H -0.524 -4.584 -0.288
H -1.434 -4.127 -2.352
H -0.894 -5.147 -4.505
H 0.926 -4.232 -5.900
H 2.195 -2.250 -5.137
H 1.675 -1.207 -2.988
C 6.511 1.285 1.551
C 5.428 1.233 2.440
C 4.270 0.563 2.117
C 4.158 -0.092 0.881
C 3.000 -0.801 0.432
C 3.026 -1.624 -0.692
C 4.147 -1.624 -1.530
C 5.231 -0.849 -1.192
C 5.277 -0.094 0.002
C 6.442 0.623 0.353
H 7.405 1.827 1.825
H 5.507 1.721 3.403
H 3.470 0.516 2.843
H 2.210 -2.300 -0.931
H 4.160 -2.254 -2.409
H 6.105 -0.843 -1.833
H 7.282 0.628 -0.331
```

Computed properties:
Energy relative to the best compared isomer or geometry (same formula, charge and spin) (kcal per mole): 0.0
Orbital gap (eV): 3.71
E_tot (Eh): -3547.350047
LUMO energy (eV): -10.310
Total charge: +3

# 4
This record from the Open Molecules 2025 dataset describes a molecular structure, C52H46N6O5SScTe. The level of theory is the ωB97M-V functional and the def2-TZVPD basis.

```
112
Properties=species:S:1:pos:R:3
Sc -1.428 -1.009 -0.201
O -5.314 -3.128 -2.565
C -4.455 -2.509 -1.963
N -1.996 -2.494 -1.645
C -0.886 -2.878 -2.409
O -1.228 -3.304 -3.646
C 0.388 -2.769 -1.870
C 1.574 -3.258 -2.486
C 2.754 -3.202 -1.796
C 2.760 -2.703 -0.483
C 1.580 -2.207 0.044
N 0.435 -2.160 -0.629
C -4.760 -1.745 -0.734
C -6.108 -1.730 -0.345
C -6.500 -0.991 0.750
C -5.522 -0.292 1.448
C -4.210 -0.365 1.003
N -3.818 -1.064 -0.058
H 1.506 -3.660 -3.485
H 3.666 -3.567 -2.245
H 3.660 -2.702 0.111
H 1.536 -1.831 1.060
H -6.811 -2.294 -0.937
H -7.533 -0.952 1.060
H -5.762 0.303 2.313
H -3.433 0.184 1.529
O -0.557 -4.835 1.598
S -1.753 -4.073 1.837
O -2.958 -4.826 2.089
N -1.963 -2.985 0.616
C -2.276 -3.474 -0.590
C -2.810 -4.691 -0.893
C -3.114 -5.267 -2.164
C -3.120 -4.727 -3.395
C -2.697 -3.327 -3.707
C -3.135 -2.865 -5.063
C -3.394 -1.571 -5.276
C -3.245 -0.619 -4.193
N -3.076 -0.932 -2.972
C -3.075 -2.320 -2.593
C -1.524 -3.044 3.290
C -1.533 -1.665 3.239
C -1.447 -0.933 4.414
C -1.339 -1.588 5.631
C -1.315 -2.975 5.675
C -1.420 -3.705 4.502
H -3.032 -5.306 -0.033
H -3.416 -6.303 -2.102
H -3.377 -5.344 -4.241
H -3.203 -3.615 -5.835
H -3.705 -1.197 -6.239
H -3.280 0.439 -4.412
H -1.579 -1.157 2.277
H -1.461 0.147 4.370
H -1.265 -1.017 6.544
H -1.220 -3.484 6.621
H -1.427 -4.783 4.506
C 8.150 1.929 2.750
C 6.741 1.779 2.261
C 6.471 1.401 0.957
C 5.171 1.241 0.495
C 4.986 0.749 -0.910
C 4.093 1.491 1.343
Te 2.014 1.078 0.747
N -0.502 0.373 0.922
C -1.310 1.192 0.338
O -1.866 0.781 -0.775
C -1.730 2.473 0.950
C -0.929 3.096 1.898
C -1.384 4.224 2.553
C -2.654 4.716 2.292
C -3.461 4.088 1.358
C -3.001 2.975 0.679
C 1.984 2.420 -0.921
C 2.320 3.768 -0.789
C 2.749 4.336 0.527
C 2.256 4.597 -1.902
C 1.848 4.121 -3.139
C 1.771 5.005 -4.348
C 1.501 2.782 -3.243
C 1.563 1.925 -2.157
C 1.186 0.486 -2.335
C 4.356 1.864 2.666
C 3.250 2.146 3.643
C 5.662 2.007 3.104
H 8.849 1.469 2.054
H 8.262 1.463 3.728
H 8.411 2.983 2.853
H 7.292 1.218 0.279
H 5.736 1.184 -1.567
H 4.001 1.001 -1.292
H 5.108 -0.336 -0.935
H 0.046 2.674 2.109
H -0.759 4.714 3.286
H -3.018 5.588 2.816
H -4.457 4.462 1.168
H -3.614 2.471 -0.053
H 2.051 4.017 1.304
H 2.778 5.423 0.494
H 3.740 3.967 0.790
H 2.523 5.640 -1.796
H 2.025 6.035 -4.108
H 0.766 4.980 -4.766
H 2.460 4.649 -5.114
H 1.171 2.401 -4.199
H 0.960 0.272 -3.378
H 0.292 0.250 -1.737
H 1.998 -0.171 -2.010
H 2.373 1.544 3.412
H 2.973 3.199 3.588
H 3.572 1.926 4.658
H 5.845 2.307 4.128
```

Computed properties:
Spin multiplicity: 2
Energy relative to the best compared isomer or geometry (same formula, charge and spin) (kcal per mole): 135.0
Orbital gap (alpha / beta) (eV): 5.74 / 5.70
Expectation value of S²: 0.781
E_tot (Eh): -4140.802851
LUMO energy (alpha / beta) (eV): -0.985 / -1.077
Total charge: 0